Record 1
Formula: C5H33NO12
Source: the Open Molecules 2025 dataset
Level of theory: ωB97M-V with the def2-TZVPD basis set

XYZ file:
```
51
Properties=species:S:1:pos:R:3:forces:R:3
O 2.848336 -0.629355 -0.456350 0.14 -0.35 0.25
C 2.017915 -0.682142 0.430143 0.17 0.32 -0.78
C 0.526641 -0.624609 0.119034 0.29 0.06 1.18
C -0.164592 0.426205 1.038373 0.02 0.11 0.44
C -0.146790 1.807750 0.373669 0.00 -0.51 -0.29
C -1.592927 0.022191 1.376407 -0.68 -0.39 0.16
N 0.119369 -2.023304 0.255803 -0.62 0.00 -0.28
H 2.374288 -0.758697 1.476917 -0.44 -0.16 -0.16
H 0.385748 -0.324380 -0.920339 0.13 -0.08 0.00
H 0.410389 0.497381 1.986322 -0.32 -0.17 -0.47
H -0.414224 1.726670 -0.674094 -0.21 -0.05 -0.31
H -0.880198 2.479258 0.805577 -0.13 0.22 0.22
H 0.829760 2.261782 0.396451 0.28 0.26 0.15
H -2.150706 -0.230784 0.439627 0.20 0.23 0.75
H -2.123869 0.840208 1.908598 0.25 -0.32 -0.46
H -1.627169 -0.841063 2.074837 0.09 0.39 -0.61
H -0.806415 -2.129614 -0.162697 0.29 -0.12 0.08
H 0.032653 -2.294936 1.232157 0.10 0.08 0.08
H -2.368835 -2.760819 -3.573799 -0.03 -0.19 0.04
H -2.258054 -1.304621 -3.082774 -0.09 -0.42 0.27
O -2.353301 -2.254220 -2.756869 0.34 0.63 -0.46
H -2.661370 0.829670 -2.998523 0.58 -0.28 -0.42
H -1.133278 0.538253 -3.455834 -1.27 -0.24 -0.14
O -2.099688 0.265752 -3.583588 0.72 0.38 0.35
H 0.411285 3.891698 3.504580 0.00 -0.54 -0.09
H -0.208506 2.741437 2.675419 0.03 0.03 -0.01
O 0.500443 2.944012 3.298272 -0.25 0.71 0.32
H 1.033776 -2.140183 -2.494481 0.24 0.07 0.14
H 2.276408 -1.269312 -2.084587 -0.38 -0.26 -0.06
O 1.685447 -1.508363 -2.830217 0.11 0.04 -0.08
H 2.158026 0.545564 3.508764 -0.12 0.03 0.21
H 1.037265 1.016841 4.439919 0.18 -0.21 -0.08
O 1.565760 0.231885 4.225602 0.10 0.37 0.01
H 2.810564 1.882946 1.293318 0.05 -0.08 0.25
H 2.025888 2.385253 2.547680 0.26 -0.26 -0.14
O 2.663179 1.709360 2.245837 0.11 0.32 -0.16
H 3.782388 1.422189 -0.648522 0.21 0.13 0.28
H 2.388979 1.661149 -1.065444 -0.06 0.38 0.24
O 3.053795 2.028131 -0.457804 0.01 -0.10 -0.80
H -4.433298 2.007393 -2.486070 -0.16 -0.18 0.14
H -4.134059 0.819574 -1.511095 -0.25 0.12 -0.09
O -3.757120 1.600763 -1.934436 0.10 0.14 0.21
H 0.821439 1.117253 -4.190279 -0.06 0.22 -0.09
H 0.959153 -0.039197 -3.196195 -0.26 0.15 0.05
O 0.492999 0.831160 -3.333114 0.59 -0.23 0.04
H -0.336558 -2.156018 4.458297 0.29 0.27 -0.08
H 0.653031 -1.088140 3.778477 -0.56 -0.77 0.47
O 0.109823 -1.915141 3.639382 0.12 0.22 -0.47
H -3.595144 -2.676879 -1.627502 -0.04 -0.04 0.10
H -3.620564 -3.083897 -0.153145 0.04 -0.09 0.15
O -4.201199 -2.901070 -0.892762 -0.15 0.15 -0.05
```
Forces are in eV/Å.

Computed properties:
* calculated total energy: -1167.97048 hartree
* LUMO: 0.1 eV
* SMILES string: CC(C)[C@H](N)C=O.O.O.O.O.O.O.O.O.O.O.O
* HOMO level: -9.602 eV

Record 2
Formula: C5H33NO14
Source: the Open Molecules 2025 dataset
Level of theory: ωB97M-V with the def2-TZVPD basis set

XYZ file:
```
53
Properties=species:S:1:pos:R:3:forces:R:3
O 1.152302 0.580832 -0.577310 -0.61 0.15 -0.24
C 0.048894 0.842745 -0.076558 1.23 -0.98 -0.58
N -0.685387 -0.074777 0.573764 -2.06 1.98 -0.18
C -2.124370 0.271171 0.915292 1.37 0.11 -2.52
C -2.237179 0.940389 2.264807 -0.09 -3.10 1.24
C -2.013636 -0.204321 3.301864 -0.51 1.79 0.72
O -2.253972 -1.375953 3.227116 0.26 -0.29 -0.56
C -2.740375 1.110362 -0.260517 -1.31 -0.09 1.28
H -0.282386 1.889561 -0.176176 -0.41 -0.61 0.58
H -0.431655 -1.042354 0.547087 0.18 -0.21 -0.18
H -2.589994 -0.722163 0.892157 -0.24 0.63 0.44
H -1.503874 1.600983 2.688033 0.32 0.91 -1.07
H -3.237285 1.285220 2.497105 -0.37 0.22 -0.16
H -1.653773 0.275110 4.230503 0.10 -0.59 0.35
H -2.028179 1.679811 -0.849857 -0.16 -0.30 -0.13
H -3.495521 0.566340 -0.877583 0.95 0.18 0.30
H -3.320822 1.838097 0.308962 -0.27 0.38 -0.55
H -1.986900 -2.467951 1.534567 -0.27 -0.18 0.31
H -1.372952 -3.442931 0.512666 0.39 0.17 0.07
O -2.161419 -2.908558 0.693362 -0.08 -0.24 -0.10
H 2.165433 -1.555949 2.002410 0.05 0.17 0.06
H 2.224359 -0.573043 0.843868 -0.16 0.13 0.04
O 1.593623 -1.048724 1.409872 0.68 -0.41 0.82
H 4.506132 -0.272907 0.435727 0.25 -0.45 0.19
H 4.143120 0.965019 1.035741 -0.12 -0.03 0.52
O 4.329639 0.057541 1.326852 -0.06 0.22 -0.60
H 1.064597 -3.067544 -0.709054 0.24 0.25 0.56
H 0.819054 -2.417980 0.701330 0.56 -0.11 -0.41
O 0.613412 -3.187545 0.147894 -0.86 -0.72 0.11
H 0.893434 3.417846 -2.815187 1.33 0.76 1.21
H 1.179927 2.266290 -2.148885 0.48 -0.38 1.06
O 1.454883 3.190563 -2.014415 -0.97 0.03 -1.99
H 0.158861 4.583188 0.352316 -0.26 -0.08 0.70
H 1.004592 3.676389 -0.402462 -0.10 -0.71 0.27
O 0.495804 3.680815 0.442701 0.20 1.02 -0.62
H -0.928244 -1.983726 -2.487387 -1.14 0.16 -1.10
H -1.428415 -1.509870 -3.968241 -0.13 -0.64 0.59
O -0.710899 -1.526206 -3.328705 1.39 0.93 0.23
H -2.550140 -3.187106 -1.133760 0.48 -0.23 -0.35
H -3.126954 -2.278177 -2.089165 0.20 -0.06 -0.58
O -2.440700 -2.965541 -2.084962 -1.09 0.12 1.26
H 3.001456 1.161126 -1.573824 0.42 -0.85 0.02
H 3.033401 2.279858 -0.758521 0.65 0.20 0.60
O 3.585602 1.487899 -0.877099 -0.45 0.92 -0.74
H -1.069895 2.643887 -3.048808 -0.08 -0.32 -0.13
H -0.613274 1.253110 -3.575890 -0.02 -0.05 0.04
O -0.330015 2.167416 -3.446825 -0.67 -0.19 -0.34
H 0.769636 0.362836 2.508697 0.21 0.02 0.32
H 0.558910 1.781148 2.139621 0.15 0.47 0.26
O 0.582248 1.223581 2.927517 0.21 -0.23 -0.29
H 2.288106 -1.548766 -2.114437 -0.37 -0.16 0.06
H 0.960186 -2.269243 -2.473121 0.34 0.35 -0.51
O 1.836903 -2.403466 -2.088180 0.23 -0.07 -0.24
```
Forces are in eV/Å.

Computed properties:
* calculated total energy: -1318.38816 hartree
* LUMO: -0.2 eV
* HOMO level: -9.945 eV

Record 3
Formula: C5H33O12
Source: the Open Molecules 2025 dataset
Level of theory: ωB97M-V with the def2-TZVPD basis set

XYZ file:
```
50
Properties=species:S:1:pos:R:3:forces:R:3
C 0.903726 -0.750221 0.159655 -1.37 0.06 -1.50
O -0.192185 -0.545479 1.001325 0.42 0.34 0.51
C 0.322743 -0.649730 -1.290209 2.26 0.02 0.54
C 1.184272 -1.417350 -2.292191 -2.53 -0.38 -1.54
C 1.044246 -2.931291 -2.259375 -0.08 -1.40 -1.83
C 2.045244 -3.657806 -1.341621 0.90 1.30 1.88
H 1.568429 0.106516 0.110504 0.81 -0.04 0.99
H 1.435724 -1.711755 0.385056 -0.48 0.91 -0.23
H 0.348100 0.417556 -1.580762 0.05 -0.26 0.21
H -0.722720 -0.900415 -1.313288 -0.29 -0.72 -0.25
H 2.252846 -1.276879 -2.292491 0.23 1.03 0.06
H 0.664403 -1.064462 -3.249495 1.09 -0.74 0.59
H 1.199149 -3.347950 -3.319835 0.29 0.74 1.20
H 0.000517 -3.278142 -2.164218 0.27 0.36 0.85
H 2.963819 -3.975702 -1.851026 -0.65 -0.71 -0.25
H 1.538325 -4.399694 -0.706327 0.52 -0.23 -0.56
H 2.574277 -2.990920 -0.553323 -1.33 -0.54 -1.20
H 2.104959 2.621738 -0.036422 -1.12 -0.41 0.81
H 2.399190 2.349451 1.644530 -1.01 0.19 -0.65
O 2.650462 2.571383 0.741038 2.42 0.18 -0.51
H 1.404377 -0.100056 3.936197 0.02 -0.01 0.04
H 0.327800 -1.170387 3.861483 -0.07 0.01 -0.04
O 0.601810 -0.381069 4.389024 0.29 0.01 0.19
H 1.026390 3.187636 2.562355 0.11 0.29 0.29
H 1.484619 3.303058 3.979959 -0.13 -0.07 -0.11
O 1.794807 3.478123 3.083805 -0.04 -0.03 0.02
H -3.767611 0.914875 1.510847 -0.57 -1.48 0.09
H -4.340268 2.103811 1.197815 -1.29 0.42 -0.17
O -4.690173 1.212048 1.371760 1.83 0.96 -0.03
H -0.880440 -2.605570 2.658632 0.06 -0.52 0.45
H -0.116577 -1.538945 1.927465 0.79 -0.32 0.46
O 0.051713 -2.358775 2.641132 -0.88 0.61 -0.63
H -3.554754 0.759827 -1.152821 1.02 0.06 -0.18
H -4.663894 1.254419 -1.863640 0.15 0.61 -0.68
O -3.697266 1.358919 -1.915681 -0.99 -0.86 1.02
H -1.326205 1.498665 -3.406245 -0.11 0.22 0.05
H -0.143519 2.226990 -2.790890 -0.29 0.08 -0.18
O -0.754404 2.266243 -3.542801 0.35 -0.26 0.20
H -0.476782 1.011916 0.846711 -0.47 0.33 0.31
H -1.524371 2.213257 0.500804 0.24 -0.34 -0.09
O -0.670144 2.009587 0.899394 0.16 0.13 0.05
H 1.677264 -0.143724 -3.996332 0.11 0.97 -0.09
H 2.025496 1.422306 -4.230708 -0.49 -0.58 0.05
O 2.364040 0.520330 -4.170832 0.69 0.05 -0.27
H -0.754401 2.040484 2.876091 0.15 -0.72 -0.27
H -0.149574 1.292478 4.187946 -0.32 -0.51 -0.76
O -0.487799 2.112506 3.797505 -0.23 1.09 0.99
H -1.588985 -0.699133 0.378556 -0.19 -0.13 0.48
H -2.870003 -1.620330 0.461653 0.01 0.02 -0.01
O -2.586685 -0.738359 0.209305 -0.34 0.27 -0.28
```
Forces are in eV/Å.

Computed properties:
* charge: -1
* calculated total energy: -1113.20220 hartree
* LUMO: 2.6 eV
* HOMO level: -6.237 eV

Record 4
Formula: C5H34N2O11
Source: the Open Molecules 2025 dataset
Level of theory: ωB97M-V with the def2-TZVPD basis set

XYZ file:
```
52
Properties=species:S:1:pos:R:3:forces:R:3
C -2.591909 -1.078036 0.507545 -0.08 -0.53 -0.04
N -1.660877 -0.786234 1.616950 0.65 -0.90 -0.40
C -0.248753 -0.607960 1.117997 -0.70 1.86 1.60
C 0.299768 0.760504 1.622556 0.71 -0.53 -1.11
C 1.163360 1.340016 0.480600 0.49 -0.30 1.08
N 0.414441 1.596391 -0.752190 1.55 0.10 0.58
C 0.734257 -1.661763 1.529146 0.23 -1.45 0.48
O 0.657575 -2.824925 0.696796 -0.10 -0.37 -0.18
H -3.292874 -1.891835 0.722721 0.06 0.17 0.44
H -3.196970 -0.212053 0.229972 0.21 0.08 -0.09
H -2.048216 -1.444468 -0.364499 -0.05 0.22 -0.21
H -1.616702 -1.603118 2.215697 -0.26 -0.04 0.02
H -0.288769 -0.604805 0.041697 -0.03 -0.09 -0.20
H -0.416858 1.507940 1.914641 -0.67 0.02 -0.11
H 0.858435 0.576324 2.539395 0.35 0.17 -0.04
H 1.624284 2.264277 0.794923 0.04 0.48 0.12
H 2.023162 0.672629 0.383556 -0.17 -0.17 -0.69
H -0.101726 0.764316 -0.978445 -0.65 0.36 -0.35
H -0.153885 2.400914 -0.537366 -0.68 -0.19 -0.56
H 1.766799 -1.317588 1.610398 -0.26 0.45 -0.71
H 0.587165 -2.066874 2.539192 -0.58 0.36 0.12
H 0.327829 -2.571560 -0.179296 -0.03 0.24 0.11
H -3.426707 3.617268 -0.767862 0.25 -0.06 -0.19
H -2.289706 3.428584 0.175724 0.04 -0.22 0.00
O -2.477054 3.423843 -0.771956 -0.39 0.11 0.11
H -2.462925 -4.303729 -1.749737 -0.03 0.19 -0.17
H -1.150094 -4.784692 -1.207503 0.17 0.17 -0.07
O -1.520918 -4.104211 -1.785459 -0.10 -0.43 0.25
H -1.496603 0.488446 3.777477 -0.33 0.16 -0.15
H -2.036760 1.915754 4.110811 -0.24 -0.27 -0.14
O -1.287409 1.323168 4.211028 0.43 0.10 0.42
H -2.154371 1.544036 -2.268688 0.28 0.02 0.17
H -2.240466 1.104577 -3.702996 0.15 -0.17 -0.09
O -1.722457 0.953592 -2.904638 -0.41 0.17 0.05
H -2.200235 1.585723 1.902036 -0.16 -0.84 -0.01
H -3.703208 1.109834 1.779947 0.43 -0.34 0.02
O -3.119902 1.861192 1.888575 -0.43 1.34 0.05
H 3.775481 -1.316862 1.895043 0.05 0.03 -0.05
H 4.188358 0.056801 1.433760 -0.04 0.05 0.03
O 3.664059 -0.383538 2.112521 0.27 -0.04 0.00
H 3.460954 2.692948 -2.616073 0.18 0.06 0.12
H 2.370554 3.394541 -1.852094 0.04 0.00 0.19
O 3.331829 3.307614 -1.882355 -0.24 -0.15 -0.28
H 2.612805 -1.754668 -1.377460 0.09 0.00 0.04
H 2.355553 -2.741738 -0.258457 0.21 0.17 0.06
O 3.071423 -2.221331 -0.665675 -0.15 -0.09 -0.06
H 1.462247 1.014709 -4.218563 -0.05 0.41 0.50
H 1.683824 0.995875 -2.621652 -0.44 0.58 -0.16
O 1.638412 0.484643 -3.437170 0.32 -0.95 -0.22
H 0.014254 -2.464633 -2.469655 -0.20 0.04 0.01
H -0.121901 -0.929194 -2.427924 0.15 0.01 -0.14
O 0.134513 -1.697569 -1.897879 0.10 0.00 -0.11
```
Forces are in eV/Å.

Computed properties:
* calculated total energy: -1148.01591 hartree
* LUMO: 0.1 eV
* SMILES string: CN[C@H](CO)CCN.O.O.O.O.O.O.O.O.O.O
* HOMO level: -9.314 eV

Record 5
Formula: C5H34N2O11
Source: the Open Molecules 2025 dataset
Level of theory: ωB97M-V with the def2-TZVPD basis set

XYZ file:
```
52
Properties=species:S:1:pos:R:3:forces:R:3
N 0.554921 -0.784778 1.000750 -0.08 0.81 -1.64
C 0.075432 0.478417 1.535216 1.22 0.21 1.38
C 0.803575 0.753125 2.909186 0.01 0.40 0.36
C -0.079823 0.408545 4.136055 1.82 -0.18 -0.05
O 2.091114 0.169016 2.928700 0.49 -1.02 0.60
C 0.355556 1.630929 0.499195 -0.41 -0.78 1.18
N -0.860648 2.423823 0.490553 -0.15 2.37 -0.43
C -0.988615 3.245502 1.704246 0.71 -0.82 1.82
H 0.572312 -1.570546 1.611715 -0.03 -0.47 0.49
H 1.494545 -0.625818 0.595088 -0.86 -0.38 0.37
H -0.986046 0.423351 1.893607 0.63 0.06 -1.11
H 1.084216 1.785660 3.035515 -0.25 0.57 -0.34
H -0.765503 -0.368936 3.858358 -1.02 0.01 0.09
H 0.528642 -0.030414 4.944443 0.04 0.28 -0.26
H -0.458385 1.351657 4.536125 -0.71 -0.46 -0.14
H 2.029295 -0.788081 3.077632 -0.07 0.35 -0.10
H 1.265104 2.172621 0.798996 -0.28 0.16 0.28
H 0.626367 1.277969 -0.488486 -0.59 -0.42 -0.25
H -0.858213 3.080039 -0.294674 0.17 -0.50 0.04
H -1.543259 2.701033 2.482029 -0.32 -0.06 -0.27
H -0.021391 3.376024 2.248174 -0.27 0.34 -0.78
H -1.465692 4.220489 1.645569 -0.04 -0.08 -0.71
H -0.135294 -3.891578 -1.075916 -0.76 -0.15 -0.07
H -0.877959 -4.470038 -2.343301 -0.32 0.15 0.51
O -0.029817 -4.337195 -1.919561 0.86 -0.26 -0.29
H 0.935791 -4.584151 2.041914 0.04 0.03 -0.21
H 0.550876 -3.542287 3.059263 -0.09 0.03 0.05
O 0.721301 -3.647729 2.117702 0.05 -0.12 0.26
H -1.579797 -0.298537 0.141461 0.32 0.40 0.08
H -2.336845 1.109212 0.196985 0.85 -0.21 0.14
O -2.269465 0.248151 -0.249163 -1.21 -0.84 -0.62
H -1.968208 1.512052 -3.149768 0.09 0.08 -0.04
H -2.648289 0.894408 -1.940929 -0.16 0.09 -0.73
O -2.734927 0.975064 -2.922264 -0.36 0.32 1.05
H 3.508677 0.397007 1.621005 -0.16 0.35 -0.17
H 3.913378 0.094163 0.176016 0.07 0.15 0.00
O 3.745414 0.827093 0.781308 0.05 -0.40 -0.07
H 1.592133 0.125605 -4.767600 0.29 -0.49 0.30
H 2.604946 0.519097 -3.592828 -0.15 -0.46 -0.28
O 1.999200 0.836312 -4.269246 -0.28 0.87 -0.01
H -0.262062 3.351231 -3.495721 0.05 0.14 0.19
H 0.224363 1.937703 -3.495342 0.64 -0.60 -0.16
O -0.017474 2.639936 -2.892250 -0.60 0.43 0.02
H -2.749565 -1.986463 -0.948480 -0.10 -0.22 -0.69
H -2.688711 -2.696720 -2.372879 -0.27 0.49 0.21
O -2.788197 -2.834252 -1.427314 0.07 -0.25 0.58
H 1.000052 -2.259074 -1.265681 -0.49 0.59 -0.19
H 1.212572 -0.957133 -2.202644 -0.45 -1.16 0.71
O 1.592140 -1.793456 -1.855303 1.11 0.87 -0.63
H -1.122994 -1.906751 -3.204258 0.57 0.05 -0.06
H -1.797589 -0.645400 -2.675412 0.25 0.39 -0.60
O -1.047158 -0.945890 -3.217776 0.06 -0.67 0.22
```
Forces are in eV/Å.

Computed properties:
* calculated total energy: -1147.99301 hartree
* LUMO: 0.0 eV
* SMILES string: CNC[C@@H](N)[C@@H](C)O.O.O.O.O.O.O.O.O.O.O
* HOMO level: -9.284 eV

Q: Look up the calculated total energy of the first one.
A: -1167.97048 hartree

Q: What is the formula in the first record?
A: C5H33NO12